ORCA calculation (ωB97M-V/def2-TZVPD) on a molecular structure, C13H31BGaO6S3.

```
55
Properties=species:S:1:pos:R:3:forces:R:3
Ga -0.927014 1.257930 -0.653851 0.084 0.309 0.282
S -1.380753 3.825723 -2.871267 0.148 0.099 0.181
S 0.010909 -2.394152 5.375428 -0.001 0.004 0.003
S 1.648966 -1.669340 -2.577704 0.335 -0.200 -0.112
O -0.921789 -3.496041 5.315104 -0.008 -0.003 0.009
O -3.254899 0.376495 1.325704 -0.345 0.273 -0.334
O -2.176680 2.338203 1.981944 -0.043 0.033 -0.066
O 1.563164 -2.043710 -1.191468 -0.063 0.032 0.002
O 0.813027 -0.684925 -3.195126 -0.124 0.012 -0.052
O 0.796935 -2.209480 6.574206 0.015 0.003 0.001
C -4.423350 3.189060 2.359091 -0.038 0.049 0.054
C 3.369713 -1.284191 -2.927734 0.048 -0.004 -0.014
C 0.339177 -1.612389 2.892789 -0.045 0.011 -0.007
C 2.972851 -3.324700 -4.210126 -0.004 -0.004 0.007
C -0.837193 -0.868550 4.935390 -0.023 0.044 -0.027
C -3.185751 2.544843 2.956038 0.074 -0.112 0.148
C 3.988134 -2.626534 -3.293754 -0.005 -0.015 0.015
C 1.072168 -2.451605 3.933191 0.037 0.006 -0.066
C 0.180669 3.666125 -3.781145 -0.015 0.033 -0.055
C -1.783940 2.142259 -2.318682 -0.078 -0.187 -0.073
C 1.245520 2.768499 -3.172991 0.036 0.039 -0.025
C -0.179314 -0.380149 3.642128 -0.014 0.062 -0.039
C 1.595930 -3.192986 -3.553913 0.031 -0.020 -0.060
B -2.274428 1.341681 1.018764 -0.013 -0.046 0.059
H 1.656191 3.198204 -2.261117 -0.057 -0.022 0.071
H -1.886616 -1.121879 4.793367 0.018 -0.055 -0.017
H 3.791181 -0.812882 -2.042938 -0.037 0.010 0.009
H 0.989637 -1.336854 2.064143 -0.037 0.007 -0.023
H 0.552875 4.692183 -3.838297 -0.023 0.013 -0.067
H 3.379017 -0.586741 -3.765225 -0.008 0.003 0.007
H -4.907887 2.512672 1.656035 0.017 0.006 -0.010
H -3.449939 1.605509 3.453356 -0.020 0.001 -0.048
H -2.847796 2.251686 -2.081678 -0.024 -0.033 -0.026
H 0.435936 2.014655 -0.225795 0.015 -0.013 -0.038
H 4.954370 -2.500860 -3.782484 -0.001 -0.016 0.001
H 2.057455 2.634821 -3.896766 0.025 0.010 0.025
H -0.599046 -0.274062 -0.967376 -0.205 -0.095 -0.010
H 1.217615 -3.495514 3.664294 -0.016 -0.009 0.033
H 3.229889 -4.371436 -4.373006 0.006 0.007 -0.018
H 0.653797 0.284713 3.879508 0.007 -0.010 -0.014
H -2.756795 3.208286 3.712760 0.027 -0.016 -0.018
H -0.029171 3.353309 -4.807947 -0.061 -0.101 0.029
H 2.966731 -2.831710 -5.184782 -0.003 0.016 0.011
H 0.780685 -3.099650 -4.266987 -0.016 0.000 0.026
H 1.390115 -4.002415 -2.856162 0.006 0.026 0.028
H -0.499248 -2.174396 2.476793 0.011 -0.007 -0.006
H -1.750532 1.476893 -3.188532 0.028 0.028 -0.024
H -5.136038 3.443337 3.148736 -0.012 -0.024 -0.011
H -0.886577 0.183408 3.038118 0.027 0.050 -0.019
H -4.152042 4.107010 1.836057 0.012 -0.018 -0.028
H -3.488165 -0.099000 0.519243 0.360 -0.123 0.280
H 2.021579 -1.999697 4.221640 -0.005 -0.005 0.009
H 0.850457 1.786261 -2.926067 -0.012 -0.031 -0.004
H 4.143481 -3.219897 -2.389747 0.000 0.011 0.003
H -0.732427 -0.178165 5.768945 -0.009 -0.029 0.020
```
Positions in Å, forces in eV/Å.

Total charge: -1
LUMO level (eV): 2.235
Electronic energy (eV): -111828.3911


ORCA calculation (ωB97M-V/def2-TZVPD) on a molecular structure, C13H31BrN2O3.

```
50
Properties=species:S:1:pos:R:3:forces:R:3
Br -1.850079 -1.824315 0.874571 -0.078 0.163 -0.335
O -1.058103 0.958687 2.692999 0.129 -0.487 -0.524
O -1.430714 -0.036427 0.694699 0.034 -0.481 0.401
O 0.587403 -0.236203 1.734092 0.097 0.189 0.498
N 4.530024 -2.353052 1.287824 0.078 0.133 -0.021
N -4.979948 2.426942 -1.629814 0.051 -0.147 0.009
C 6.320640 -2.322522 -0.550650 0.074 0.052 0.007
C 5.763161 -4.527860 1.850994 0.088 0.010 0.086
C -0.653211 0.283285 1.800132 -0.215 0.720 0.399
C -3.531141 2.249387 0.483101 -0.031 0.007 0.004
C -5.931360 3.398201 -1.125029 -0.038 0.176 -0.041
C -6.720780 4.100076 -2.219900 -0.013 0.026 0.002
C -4.043961 2.922907 -2.622983 0.017 0.112 -0.211
C -4.409897 1.590285 -0.586189 -0.026 -0.172 0.148
C 3.467170 -2.953347 0.504374 -0.085 -0.176 0.026
C 5.121516 -3.208251 2.302591 -0.047 -0.143 0.209
C 2.348748 -3.545059 1.348935 -0.044 -0.012 0.004
C 5.465031 -1.582348 0.485732 0.030 0.172 -0.090
C -3.129334 4.093313 -2.233844 0.104 -0.042 -0.082
H -2.538506 2.484781 0.102290 0.003 0.078 0.000
H -7.254874 3.379481 -2.840456 0.048 -0.022 -0.025
H 1.560983 -3.922420 0.695322 -0.008 0.009 -0.011
H 3.837377 -3.732355 -0.180747 -0.030 0.004 -0.036
H -6.083357 4.706602 -2.864136 -0.007 0.002 0.001
H 5.160370 -5.045921 1.104267 -0.027 0.013 -0.004
H -3.395528 1.563741 1.317955 0.000 0.003 0.017
H -5.241928 1.091020 -0.079313 -0.071 0.079 -0.033
H 3.035609 -2.169909 -0.125578 0.107 0.044 -0.049
H -3.429843 2.084326 -2.960577 -0.004 -0.064 0.117
H 4.348341 -3.440410 3.038443 -0.052 0.015 -0.064
H 6.125892 -1.032206 1.160867 -0.010 -0.064 0.073
H -3.975651 3.162027 0.882023 -0.025 0.018 -0.051
H 2.690207 -4.382217 1.958623 0.003 0.003 -0.009
H 6.770156 -1.601170 -1.236097 -0.013 0.013 0.011
H -2.728883 4.561475 -3.135749 -0.020 -0.002 -0.003
H -3.660618 4.864028 -1.674479 -0.029 -0.007 0.003
H 1.911640 -2.791739 2.005392 0.043 0.008 0.034
H 5.858453 -2.620928 2.855531 0.029 0.077 -0.104
H 4.887056 -0.814594 -0.039313 -0.080 -0.056 0.004
H 5.867167 -5.196568 2.707841 -0.017 0.007 0.002
H 1.042250 0.118740 0.967055 0.133 -0.208 -0.443
H 7.137920 -2.871962 -0.086743 -0.028 -0.072 0.006
H -4.615115 3.217743 -3.506627 -0.057 0.014 0.054
H -3.841085 0.785598 -1.061216 0.025 0.054 -0.085
H -2.276670 3.766952 -1.640845 -0.038 0.027 0.097
H 5.733221 -3.017425 -1.150946 -0.020 -0.011 0.012
H -6.641262 2.866357 -0.486411 0.085 -0.064 0.064
H -5.455561 4.163351 -0.491374 -0.031 0.014 0.022
H -7.454205 4.769706 -1.769123 -0.010 -0.007 0.010
H 6.761277 -4.379801 1.442483 -0.023 -0.005 -0.098
```
Positions in Å, forces in eV/Å.

ΔE to the lowest compared entry with this formula, charge and spin (kcal per mole): 0.00
LUMO level (eV): -1.260
Electronic energy (eV): -93146.6749


ORCA calculation (ωB97M-V/def2-TZVPD) on 4 unconnected molecules or ions with the total composition C13H31ClNO6S3 in a non-equilibrium geometry.

```
55
Properties=species:S:1:pos:R:3:forces:R:3
Cl -0.051212 -4.343679 -1.327049 -0.059 -0.012 0.220
S -5.086969 -1.607008 -1.773571 -0.141 -0.002 -0.064
S 2.586239 4.001012 -0.404365 0.120 0.035 0.012
S -2.024119 1.415022 2.816112 -0.170 0.241 0.161
O 3.029218 -1.668701 -0.776442 0.381 -0.328 0.255
O 1.337481 3.239142 -0.695065 -0.004 -0.102 0.013
O -1.544089 -4.905753 0.754181 0.715 1.308 -1.249
O -3.955306 -1.226656 -0.871222 0.180 -0.047 -0.042
O -1.431309 0.605715 1.699744 0.414 -0.564 -0.022
O 4.621605 -2.854813 -1.762168 -0.880 0.429 1.215
N -0.316175 -1.776394 0.701034 -0.123 -0.042 -0.758
C 4.402485 -3.236370 0.577042 -0.311 0.034 -0.266
C 3.953329 3.009133 -1.020797 0.035 -0.031 -0.047
C -1.153994 0.953548 4.315738 0.088 -0.075 -0.026
C -1.491148 -2.565546 0.199534 0.399 -0.584 0.171
C 2.648880 -1.030337 0.427004 -0.420 0.585 0.212
C 1.467508 -0.141689 0.083383 0.416 -0.529 -0.261
C -1.138872 -4.032613 0.033848 -0.578 -1.267 1.172
C -4.584859 -1.182397 -3.443746 0.048 0.055 -0.037
C 0.279127 -0.934974 -0.387896 -0.054 0.639 -0.024
C 4.052521 -2.577167 -0.728551 0.898 -0.425 -1.612
C -1.319205 3.053872 2.661910 0.059 0.034 -0.054
C -6.327510 -0.323059 -1.608057 -0.024 0.077 0.019
C 2.731169 5.294550 -1.639736 -0.056 0.035 -0.080
H -1.621336 3.651363 3.521141 -0.040 -0.015 0.012
H 3.768401 2.735867 -2.059613 -0.045 0.016 0.005
H 2.627802 4.862438 -2.634642 -0.015 -0.041 0.017
H -0.643233 -1.128257 1.426757 -0.196 0.438 0.191
H -7.117093 -0.491468 -2.339333 -0.007 -0.029 0.001
H -5.866064 0.652428 -1.759027 0.048 -0.023 -0.004
H 0.545670 -1.565729 -1.220766 0.095 -0.435 -0.082
H 2.416833 -1.737548 1.221217 -0.034 -0.303 0.103
H 3.436310 -0.393849 0.813570 0.423 0.040 0.016
H -0.503888 -0.268948 -0.718251 -0.336 0.171 0.068
H 1.788381 0.442060 -0.768340 -0.056 0.424 -0.191
H -6.740815 -0.385025 -0.604142 0.015 -0.045 0.015
H -1.794290 -2.169296 -0.752587 -0.287 0.350 -0.201
H -3.773579 -1.848125 -3.730623 -0.011 -0.037 0.024
H 4.879851 3.575586 -0.934577 0.006 0.000 0.022
H -1.707647 3.500495 1.749702 -0.017 -0.040 -0.023
H -1.423721 -0.071871 4.560738 -0.054 0.003 -0.005
H 4.019648 2.111070 -0.409633 -0.012 0.014 0.038
H -4.242878 -0.147995 -3.471171 -0.009 0.004 0.048
H 0.408455 -2.380302 1.079138 -0.009 -0.116 0.178
H 1.232466 0.553340 0.877038 -0.195 0.099 0.265
H 4.983587 -4.102718 0.321240 0.296 -0.300 -0.032
H -1.463421 1.611942 5.125935 -0.032 0.005 -0.001
H 4.990998 -2.597456 1.218635 0.118 0.299 0.185
H 3.697249 5.786970 -1.533787 0.001 -0.003 0.035
H 1.934174 6.013545 -1.465312 -0.017 -0.009 0.035
H -2.296414 -2.500573 0.907487 -0.328 0.153 0.209
H -0.078340 1.028605 4.153956 -0.009 0.036 -0.033
H 3.518747 -3.559629 1.110293 -0.213 -0.048 0.216
H -5.427271 -1.325193 -4.119291 -0.011 -0.026 0.004
H -0.233378 2.983434 2.603385 -0.005 -0.044 -0.022
```
Positions in Å, forces in eV/Å.

Total charge: +1
LUMO level (eV): -2.601
Electronic energy (eV): -72779.2966


ORCA calculation (ωB97M-V/def2-TZVPD) on 3 unconnected molecules or ions with the total composition C13H31NO5 in a non-equilibrium geometry.

```
50
Properties=species:S:1:pos:R:3:forces:R:3
O 2.277991 -1.903282 4.573129 0.384 0.022 -0.477
O -0.561689 1.548468 -0.885221 0.293 0.570 0.486
O -1.562129 3.044518 2.407299 -1.026 -1.032 0.408
O 4.408161 -3.970972 5.708739 0.002 0.899 0.472
O -1.036729 1.985088 5.123989 0.406 0.707 -0.484
N -0.399239 0.587108 -1.854101 0.986 -1.799 -1.893
C -2.910419 0.704228 -2.301541 0.775 -1.561 -1.710
C -0.756009 1.894578 2.748309 2.285 1.585 -0.735
C 0.373501 1.116108 -3.056211 -0.438 -2.012 -1.434
C -0.232939 2.351968 -3.674891 -0.215 0.984 -0.136
C -1.923069 -0.896322 -0.621731 -0.847 0.044 -1.188
C 1.823881 1.274718 -2.687841 -0.083 1.278 0.440
C 2.109061 -3.243432 5.030499 0.002 0.880 0.110
C -1.338299 -1.284802 -3.120721 -1.426 -0.150 0.219
C -1.642009 -0.242492 -2.033241 1.263 2.422 2.024
C -0.051309 2.172978 4.077109 -0.848 -1.990 0.619
C 3.354851 -4.119272 4.772709 -1.182 -0.397 1.031
C 0.450181 0.046558 -4.293731 -0.503 -0.829 2.056
C -0.797419 -0.790292 -4.425001 -0.690 1.253 -1.343
H -0.237309 3.197058 -2.986471 -0.254 0.098 0.201
H 5.301231 -4.063732 5.369009 -0.322 0.025 -0.509
H -1.232339 2.195908 -4.081011 -0.082 -0.099 0.310
H -2.951149 -1.234352 -0.751721 -0.098 -0.525 0.374
H 1.234161 -3.679182 4.548039 0.232 -0.452 -0.612
H -0.726969 -2.119262 -2.777131 0.138 0.249 0.528
H 3.635861 -4.036112 3.722839 0.164 0.041 0.079
H -1.194119 0.896498 2.750379 -1.097 0.530 0.239
H -1.538579 -0.213432 -4.978181 -0.504 0.138 0.176
H -2.309419 -1.714212 -3.366951 -0.154 -0.390 0.130
H 1.740871 -3.138122 6.051009 0.799 -0.667 0.600
H 1.405721 -1.508182 4.504939 0.013 0.104 0.022
H -3.637589 -0.078972 -2.515821 -0.840 0.529 0.352
H -2.825249 1.246648 -3.243151 0.267 -0.163 -0.214
H -1.970939 -0.191692 0.208509 0.288 0.285 -0.357
H 1.972751 2.034538 -1.920621 -0.144 -0.180 0.468
H 0.749381 0.505248 -5.236161 -0.024 0.270 0.247
H 0.496201 3.112218 4.155539 -0.329 0.239 -0.200
H -1.831879 2.357468 4.735839 -0.398 0.205 0.329
H -1.025729 3.677918 1.924929 0.161 -0.224 0.049
H 2.300111 1.749068 -3.545911 0.472 -0.615 -0.229
H -0.034279 1.810808 1.935789 0.436 -0.126 0.047
H -3.242909 1.483658 -1.615961 0.259 -0.726 0.708
H -0.609869 -1.627042 -5.097881 0.122 -0.208 0.102
H 2.964921 -5.108082 5.014189 -0.105 -0.444 -0.710
H 1.131471 -0.777212 -4.080761 1.016 0.630 0.383
H -1.042669 2.272678 -1.292371 -0.429 0.466 -0.065
H 0.640731 1.361798 4.303309 0.422 0.067 -0.343
H -1.298949 -1.738512 -0.322911 0.204 0.087 -0.388
H 0.318421 2.734288 -4.533921 0.432 -0.263 0.032
H 2.231761 0.316858 -2.364951 0.217 0.246 -0.213
```
Positions in Å, forces in eV/Å.

SMILES: CC1(C)CCCC(C)(C)N1O.OCCO.OCCO
ΔE to the lowest compared entry with this formula, charge and spin (kcal per mole): 50.99
LUMO level (eV): 0.515
Electronic energy (eV): -25707.1499


ORCA calculation (ωB97M-V/def2-TZVPD) on a molecular structure, C13H31O15S3V2 in a non-equilibrium geometry.

```
64
Properties=species:S:1:pos:R:3:forces:R:3
V -0.655084 0.025400 -2.282085 -0.743 -2.265 0.336
V 2.049334 -1.275906 -3.764236 -2.528 6.065 -2.729
S 3.618601 -0.896638 2.571334 4.149 -3.261 4.436
S -1.275563 3.024732 -0.446860 0.981 0.801 0.101
S -2.840532 -3.372819 0.974281 -1.640 1.429 -0.236
O 4.952318 -1.556584 2.629294 -3.849 1.576 -1.143
O -1.703511 -4.216609 1.270232 -0.733 0.395 -0.685
O -0.229371 -0.723376 -4.341781 2.418 1.067 3.185
O 3.764439 0.290978 1.453116 -0.523 1.070 -1.414
O -1.744720 -1.032073 -1.905422 1.686 1.840 -0.447
O 3.193914 -0.296515 3.826848 -0.678 -0.601 -2.303
O 1.186575 -1.322999 -1.777211 0.876 -14.843 1.048
O -1.179086 2.618741 1.206407 -0.109 -0.392 -3.695
O -1.485334 1.785389 -1.273601 0.441 1.315 1.347
O -3.519783 -3.332847 -0.355531 2.091 -0.043 3.733
O 0.660949 0.278573 -0.593184 -1.202 1.666 8.290
O -2.365310 -1.799689 1.383076 -1.465 -1.917 -2.385
O -2.190662 4.128390 -0.708698 1.676 -2.265 0.823
O 1.608228 0.365782 -2.294734 7.865 8.945 -8.726
O 2.541525 -0.255290 -4.974304 -0.963 -3.603 3.870
C 2.998498 1.474728 1.593032 -0.014 -0.494 -1.083
C -4.085155 -3.509667 2.384287 0.862 0.062 -1.567
C 1.555908 -0.287339 -1.237947 -7.323 2.392 -3.618
C -1.499469 -0.529911 -6.375167 -1.571 1.324 -0.968
C 2.287462 -1.959419 1.696402 1.087 1.608 0.097
C -1.139529 -1.565232 1.990096 -0.354 0.700 1.130
C -0.741343 -1.400273 -5.488058 1.291 -2.862 1.819
C 0.034839 3.580177 3.093655 0.347 -0.813 0.117
C -1.113355 3.738960 2.102373 -0.587 0.684 1.283
C -1.402729 -2.749010 -4.997955 -0.436 0.601 -0.607
C -1.478988 -1.233921 3.429694 1.276 1.029 0.649
C 3.928963 2.364699 2.473733 0.267 0.170 1.313
C 0.514170 3.595372 -0.726004 -0.864 -0.102 -0.550
H -4.671963 -2.591898 2.422400 -0.096 -0.203 -0.474
H 4.923317 2.570965 2.077719 -0.330 -0.193 -0.457
H 2.647989 -2.099466 0.677334 -0.143 -0.054 0.096
H -2.566227 -0.666724 -6.197961 -0.122 -0.017 -0.452
H 0.657357 4.613667 -0.364523 -0.380 -0.152 0.343
H 0.139208 -1.724420 -6.042734 0.399 -0.036 -0.107
H -1.324743 0.541097 -6.272585 0.336 -0.010 0.629
H -4.651275 -4.395955 2.097737 -0.153 0.105 0.495
H -1.213415 -0.661803 -7.418657 -0.440 -0.554 -0.036
H 3.364372 3.284897 2.624019 -0.219 0.226 -0.265
H 0.022776 2.653747 3.667834 -0.695 -0.327 -0.152
H -0.409886 -2.367562 1.880545 -0.287 -0.282 -0.048
H -2.074073 3.731185 2.617209 0.073 -0.006 0.193
H -0.769402 -0.656588 1.515258 0.356 0.053 -0.131
H -0.870001 -3.366249 -4.274541 0.953 0.362 -0.106
H 0.065184 4.323674 3.890135 -0.117 0.439 -0.476
H 0.674762 3.648596 -1.802794 -0.427 -0.080 -0.134
H 2.010343 1.226379 1.980297 0.099 0.253 0.861
H -1.942961 -2.005181 4.044496 0.173 -0.084 -0.305
H 2.844274 1.883099 0.594251 0.507 0.019 -0.019
H -2.342621 -2.631113 -4.458707 -0.315 0.482 -0.421
H 1.282489 2.915072 -0.358621 -0.678 -0.169 0.330
H -1.107562 4.701507 1.590937 0.342 -0.106 -0.273
H 1.449085 -1.268938 1.788440 -0.314 -0.526 -0.141
H -2.045828 -0.306118 3.506975 -0.610 -0.259 -0.399
H -3.536994 -3.566222 3.324719 0.134 -0.466 -0.309
H 4.040941 1.927614 3.465964 -0.013 -0.073 -0.098
H 1.007594 3.499543 2.608527 0.104 0.611 -0.318
H -1.558433 -3.388384 -5.866899 -0.254 0.024 -0.023
H 2.266998 -2.896269 2.253160 -0.002 0.207 0.273
H -0.557508 -0.883957 3.894984 0.384 -0.466 0.504
```
Positions in Å, forces in eV/Å.

Expectation value of S²: 3.965
Total charge: +2
LUMO level (alpha / beta) (eV): -8.357 / -12.684
2S+1: 4
Electronic energy (eV): -128547.8830